BeFH16O8 as an isolated structure in a non-equilibrium geometry, computed with wB97M-V/def2-TZVPD.

Each line ends with the Mulliken charge.
Element x y z (Å)
Be1 -1.117 -0.896 -0.068  0.029
F1 -0.183 0.245 0.292  -0.537
O1 2.867 1.219 1.174  -0.706
H1 2.015 1.517 1.578  0.422
H2 3.047 2.033 0.693  0.309
O2 1.619 1.180 -1.320  -0.656
H3 0.822 1.023 -0.782  0.367
H4 2.306 1.311 -0.698  0.321
O3 -2.764 -0.452 -0.131  -0.270
H5 -3.022 0.357 0.341  0.367
H6 -3.298 -0.464 -0.962  0.382
O4 -1.228 1.061 -2.322  -0.568
H7 -1.946 1.048 -2.910  0.286
H8 -1.435 1.720 -1.663  0.290
O5 2.081 -1.615 0.912  -0.609
H9 2.227 -1.473 -0.011  0.307
H10 1.710 -0.842 1.282  0.281
O6 0.534 2.106 1.966  -0.741
H11 0.163 1.441 1.378  0.470
H12 0.334 1.772 2.858  0.354
O7 -1.024 -2.088 1.094  -0.201
H13 -1.004 -3.014 0.830  0.343
H14 -1.353 -2.047 2.004  0.353
O8 -0.663 -1.665 -1.482  -0.286
H15 0.210 -2.078 -1.691  0.353
H16 -0.897 -1.400 -2.363  0.341

Output
- HOMO level (eV) = -13.2
- electronic energy (Eh) = -726.03834
- total charge = +1
- gap between HOMO and LUMO (eV) = 8.99

=====

BeH32O20S as an isolated structure in a non-equilibrium geometry, computed with wB97M-V/def2-TZVPD.

Each line ends with the Mulliken charge.
Element x y z (Å)
Be1 -1.061 -2.204 0.541  -0.178
S1 0.341 0.271 -0.091  -0.321
O1 -0.261 -0.989 0.335  -0.408
O2 -0.216 1.386 0.645  -0.531
O3 1.747 0.284 0.171  -0.239
O4 0.154 0.485 -1.495  0.306
O5 3.666 1.005 -1.489  -0.661
H1 3.837 0.308 -2.153  0.310
H2 3.093 0.518 -0.927  0.224
O6 -0.173 1.910 3.116  -0.849
H3 -0.766 2.722 3.224  0.289
H4 -0.037 1.698 2.155  0.448
O7 3.354 -1.755 0.663  -0.695
H5 4.190 -1.442 0.325  0.274
H6 2.750 -0.984 0.580  0.465
O8 -3.026 0.134 -0.143  -0.726
H7 -3.040 0.874 0.495  0.283
H8 -3.064 0.582 -0.971  0.331
O9 -1.907 -0.670 -3.108  -0.752
H9 -1.531 -1.124 -3.903  0.299
H10 -1.196 -0.136 -2.782  0.409
O10 -2.405 -1.948 1.473  -0.053
H11 -2.964 -1.251 1.101  0.423
H12 -2.351 -1.721 2.397  0.348
O11 -0.086 2.390 -3.038  -0.735
H13 0.150 1.922 -3.822  0.265
H14 0.016 1.712 -2.331  0.411
O12 2.851 1.253 2.225  -0.716
H15 2.502 0.931 1.392  0.380
H16 2.705 2.193 2.136  0.345
O13 0.004 -1.045 3.122  -0.525
H17 -0.728 -1.407 3.627  0.228
H18 0.295 -0.198 3.415  0.223
O14 1.388 -0.758 -3.547  -0.768
H19 0.868 -0.269 -2.899  0.359
H20 1.850 0.006 -3.962  0.315
O15 -1.627 -2.628 -0.933  -0.042
H21 -1.938 -1.997 -1.574  0.326
H22 -1.131 -3.215 -1.517  0.325
O16 -2.172 2.961 0.602  -0.670
H23 -1.363 2.379 0.591  0.236
H24 -2.506 2.981 -0.272  0.342
O17 -2.797 1.166 2.462  -0.644
H25 -2.946 1.110 3.385  0.277
H26 -1.870 1.335 2.392  0.251
O18 1.439 -2.716 -1.606  -0.528
H27 1.536 -2.033 -2.265  0.264
H28 1.220 -3.443 -2.189  0.290
O19 -0.179 -3.398 1.217  -0.005
H29 0.494 -3.920 0.791  0.331
H30 -0.116 -3.355 2.181  0.332
O20 0.947 3.649 0.312  -0.722
H31 1.493 3.609 -0.504  0.373
H32 0.557 2.810 0.447  0.487

Output
- HOMO level (eV) = -9.8
- electronic energy (Eh) = -1937.08044
- total charge = 0
- gap between HOMO and LUMO (eV) = 8.77

=====

One molecule with the formula Br2FOP in a non-equilibrium geometry, computed with wB97M-V/def2-TZVPD.

Each line ends with the Mulliken charge.
Element x y z (Å)
O1 2.026 0.529 1.970  -0.524
F1 -1.896 0.760 -0.380  -0.176
P1 -0.991 -0.543 -0.063  0.395
Br1 -0.438 -1.314 -2.025  -0.043
Br2 1.299 0.569 0.498  0.348

Output
- HOMO level (spin up / spin down) (eV) = -9.2 / -9.2
- electronic energy (Eh) = -5664.39824
- total charge = 0
- gap between HOMO and LUMO (spin up / spin down) (eV) = 7.49 / 7.49

=====

One molecule with the formula Br2H7NSi3 in a non-equilibrium geometry, computed with wB97M-V/def2-TZVPD.

Each line ends with the Mulliken charge.
Element x y z (Å)
Si1 -1.522 1.138 -0.477  0.193
N1 -0.206 0.058 -0.283  0.044
Si2 0.063 -1.582 -0.874  0.243
Si3 1.115 0.588 1.412  0.536
Br1 1.073 -1.027 2.844  -0.145
Br2 3.254 0.623 0.676  -0.207
H1 -0.954 2.358 -1.236  -0.081
H2 -1.790 1.276 1.004  -0.102
H3 -2.366 0.791 -1.661  -0.087
H4 -0.062 -2.788 0.117  -0.103
H5 1.465 -1.714 -1.438  -0.094
H6 -0.967 -1.758 -1.904  -0.154
H7 0.898 2.036 1.821  -0.045

Output
- HOMO level (eV) = -9.4
- electronic energy (Eh) = -6075.50138
- SMILES = [SiH3]N([SiH3])[SiH](Br)Br
- total charge = 0
- gap between HOMO and LUMO (eV) = 9.32

=====

Br2H8Si5 as an isolated structure in a non-equilibrium geometry, computed with wB97M-V/def2-TZVPD.

Each line ends with the Mulliken charge.
Element x y z (Å)
Si1 -1.426 -0.032 0.523  0.280
Si2 0.172 -1.801 0.854  0.424
Si3 -0.852 2.118 0.845  0.349
Si4 1.513 -1.255 -0.983  0.305
Si5 2.066 0.597 -2.108  0.083
Br1 -0.196 0.910 -2.785  -0.286
Br2 1.347 2.368 0.242  -0.177
H1 -2.156 -0.007 -0.736  -0.101
H2 -2.395 0.008 1.625  -0.198
H3 0.853 -1.313 1.974  -0.132
H4 -0.440 -3.049 1.093  -0.152
H5 -1.395 2.886 -0.231  -0.069
H6 -0.834 2.541 2.334  -0.087
H7 2.823 -1.787 -0.548  -0.169
H8 0.921 -2.184 -2.099  -0.070

Output
- HOMO level (eV) = -8.6
- electronic energy (Eh) = -6600.23796
- total charge = 0
- gap between HOMO and LUMO (eV) = 7.48

=====

One molecule with the formula Br3H2PSi in a non-equilibrium geometry, computed with wB97M-V/def2-TZVPD.

Each line ends with the Mulliken charge.
Element x y z (Å)
P1 -0.632 -0.203 -0.018  -0.122
Si1 -0.821 -0.474 -2.401  0.550
Br1 -1.997 -2.335 -2.757  -0.181
Br2 -1.623 1.198 -3.677  -0.204
Br3 1.311 -0.642 -3.151  -0.228
H1 -0.024 -1.398 0.077  0.087
H2 -2.078 -0.351 -0.097  0.098

Output
- HOMO level (eV) = -10.0
- electronic energy (Eh) = -8354.20284
- SMILES = P[Si](Br)(Br)Br
- total charge = 0
- gap between HOMO and LUMO (eV) = 9.70

=====

One molecule with the formula Br3H3Si2 in a non-equilibrium geometry, computed with wB97M-V/def2-TZVPD.

Each line ends with the Mulliken charge.
Element x y z (Å)
Br1 2.226 -2.061 -2.030  -0.292
Si1 0.712 -1.018 -0.393  0.440
Si2 -0.970 0.991 0.067  0.418
Br2 -2.150 0.715 1.925  -0.184
Br3 0.588 2.637 0.490  -0.205
H1 1.629 -0.488 0.703  -0.030
H2 0.175 -2.330 -0.204  -0.065
H3 -2.210 1.553 -0.559  -0.082

Output
- HOMO level (eV) = -10.0
- electronic energy (Eh) = -8302.87864
- SMILES = Br[SiH2][SiH](Br)Br
- total charge = 0
- gap between HOMO and LUMO (eV) = 8.34

=====

A 2-piece molecular cluster, Br3H3Si2 overall in a non-equilibrium geometry, computed with wB97M-V/def2-TZVPD.

Each line ends with the Mulliken charge.
Element x y z (Å)
Si1 0.509 -0.055 -0.318  0.474
Si2 2.648 0.520 3.655  0.290
Br1 1.597 1.798 0.299  -0.204
Br2 0.454 0.890 4.195  -0.175
Br3 2.205 -1.478 2.840  -0.143
H1 -0.881 0.395 -0.984  -0.053
H2 1.297 -0.797 -1.503  -0.043
H3 0.377 -0.700 0.913  -0.144

Output
- HOMO level (eV) = -9.7
- electronic energy (Eh) = -8302.88391
- total charge = 0
- gap between HOMO and LUMO (eV) = 8.66

=====

One molecule with the formula Br3HNP in a non-equilibrium geometry, computed with wB97M-V/def2-TZVPD.

Each line ends with the Mulliken charge.
Element x y z (Å)
N1 0.621 0.383 -0.691  -0.561
P1 2.214 0.091 0.013  0.586
Br1 2.826 -1.992 -0.597  -0.092
Br2 3.189 0.388 2.009  -0.099
Br3 3.424 1.408 -1.247  -0.066
H1 -0.096 -0.320 -0.473  0.233

Output
- HOMO level (eV) = -9.6
- electronic energy (Eh) = -8118.75957
- SMILES = N=P(Br)(Br)Br
- total charge = 0
- gap between HOMO and LUMO (eV) = 8.01

=====

One molecule with the formula Br3OP in a non-equilibrium geometry, computed with wB97M-V/def2-TZVPD.

Each line ends with the Mulliken charge.
Element x y z (Å)
O1 -0.527 0.438 0.814  -0.296
P1 0.118 -0.935 0.564  0.462
Br1 -0.662 2.442 0.194  -0.017
Br2 2.178 -0.521 0.091  -0.054
Br3 -1.106 -1.425 -1.663  -0.095

Output
- HOMO level (spin up / spin down) (eV) = -9.1 / -9.8
- electronic energy (Eh) = -8138.56847
- total charge = 0
- gap between HOMO and LUMO (spin up / spin down) (eV) = 7.84 / 5.02
- <S²> = 2.027
- 2S+1 = 3

=====

BrCdH4O2 as an isolated structure in a non-equilibrium geometry, computed with wB97M-V/def2-TZVPD.

Each line ends with the Mulliken charge.
Element x y z (Å)
Cd1 -0.543 2.137 -1.591  1.072
Br1 0.513 0.341 -0.258  -0.097
O1 1.407 -2.574 -1.629  -0.554
H1 1.325 -1.732 -1.176  0.237
H2 2.105 -2.449 -2.278  0.328
O2 -1.694 1.760 2.127  -0.617
H3 -0.901 1.227 2.015  0.307
H4 -2.213 1.291 2.788  0.324

Output
- HOMO level (eV) = -14.2
- electronic energy (Eh) = -2894.30195
- total charge = +1
- gap between HOMO and LUMO (eV) = 5.37

=====

One molecule with the formula BrClFHSi in a non-equilibrium geometry, computed with wB97M-V/def2-TZVPD.

Each line ends with the Mulliken charge.
Element x y z (Å)
F1 1.355 0.870 -0.195  -0.188
Si1 0.045 0.076 0.212  0.666
Cl1 -1.358 -0.441 -1.852  -0.375
Br1 0.503 -1.822 1.161  -0.064
H1 -0.545 1.316 0.673  -0.039

Output
- HOMO level (eV) = -10.8
- electronic energy (Eh) = -3424.26353
- SMILES = F[Si@@H](Cl)Br
- total charge = 0
- gap between HOMO and LUMO (eV) = 10.26

=====

A 2-piece molecular cluster, BrClFN2O overall in a non-equilibrium geometry, computed with wB97M-V/def2-TZVPD.

Each line ends with the Mulliken charge.
Element x y z (Å)
N1 -1.102 1.546 -0.348  -0.149
N2 -1.539 0.430 -0.568  0.550
O1 -2.123 -0.738 -0.853  -0.405
F1 3.358 -1.236 1.175  -0.518
Cl1 2.755 -0.351 -0.292  0.081
Br1 1.789 0.508 -2.320  -0.559

Output
- HOMO level (eV) = -4.9
- electronic energy (Eh) = -3318.76378
- total charge = -1
- gap between HOMO and LUMO (eV) = 8.12

=====

A 2-piece molecular cluster, BrClH3N2P overall, computed with wB97M-V/def2-TZVPD.

Each line ends with the Mulliken charge.
Element x y z (Å)
N1 -1.300 -0.162 1.315  -0.561
N2 -0.336 -0.482 -1.063  -0.488
P1 -0.200 0.377 0.355  0.526
Cl1 -0.254 2.311 -0.241  -0.192
Br1 3.783 -0.500 0.046  -0.093
H1 -1.487 0.340 2.167  0.245
H2 0.472 -0.463 -1.675  0.273
H3 -0.677 -1.422 -0.903  0.290

Output
- HOMO level (spin up / spin down) (eV) = -10.2 / -8.4
- electronic energy (Eh) = -3486.82917
- total charge = 0
- gap between HOMO and LUMO (spin up / spin down) (eV) = 8.57 / 4.75

=====

A 2-piece molecular cluster, BrClHP overall in a non-equilibrium geometry, computed with wB97M-V/def2-TZVPD.

Each line ends with the Mulliken charge.
Element x y z (Å)
P1 0.269 0.916 0.894  0.130
Cl1 0.187 -2.240 -0.406  -0.250
Br1 -1.373 1.253 -0.348  0.039
H1 0.917 0.071 -0.140  0.080

Output
- HOMO level (spin up / spin down) (eV) = -9.0 / -10.6
- electronic energy (Eh) = -3376.06661
- total charge = 0
- gap between HOMO and LUMO (spin up / spin down) (eV) = 5.26 / 8.26

=====

BrClO3S as an isolated structure in a non-equilibrium geometry, computed with wB97M-V/def2-TZVPD.

Each line ends with the Mulliken charge.
Element x y z (Å)
O1 -0.072 1.358 -0.239  -0.413
O2 1.526 -0.443 0.368  -0.453
O3 -0.660 -1.068 -0.389  -0.160
S1 0.227 0.110 0.356  0.992
Cl1 -2.250 -0.505 -0.351  0.057
Br1 -0.351 0.566 2.506  -0.023

Output
- HOMO level (eV) = -11.5
- electronic energy (Eh) = -3658.01479
- total charge = 0
- gap between HOMO and LUMO (eV) = 9.86